# 1
Computed, not measured: a molecular structure, C28H33BrHgN5O5Sb2Se, with ωB97M-V/def2-TZVPD.

The geometry in XYZ format:
```
76
Properties=species:S:1:pos:R:3:mulliken_spin:R:1
Hg 4.581 -14.297 5.524 -0.016
N 7.084 -13.398 7.246 0.000
C 7.798 -12.464 6.363 0.000
C 7.277 -12.365 4.902 0.000
O 7.967 -11.599 4.193 0.000
N 6.165 -13.039 4.529 0.000
C 5.852 -13.043 3.112 0.000
C 5.800 -14.468 2.536 0.000
O 6.054 -14.638 1.341 0.000
O 5.447 -15.421 3.394 0.000
H 6.161 -13.037 7.455 0.000
H 7.645 -13.445 8.087 0.000
H 8.852 -12.783 6.247 0.000
H 7.859 -11.401 6.724 0.000
H 6.587 -12.368 2.669 0.000
H 4.858 -12.587 2.890 0.000
C 4.045 -17.689 9.361 0.008
Sb 5.165 -15.961 8.600 -0.002
C 4.837 -14.513 10.189 0.000
C 7.205 -16.597 9.251 0.000
C 7.553 -17.908 8.663 0.000
C 7.071 -19.056 9.285 0.000
C 7.235 -20.306 8.683 0.000
C 7.850 -20.432 7.451 0.000
C 8.379 -19.299 6.881 0.000
C 8.265 -18.030 7.439 0.000
C 8.805 -16.861 6.772 0.000
Sb 7.277 -16.114 5.160 0.002
C 7.130 -17.979 3.983 0.000
C 8.812 -15.388 3.845 0.000
H 4.256 -17.840 10.427 0.001
H 4.334 -18.590 8.806 0.000
H 2.983 -17.470 9.239 -0.007
H 5.780 -14.188 10.593 0.000
H 4.178 -14.959 10.940 0.000
H 4.349 -13.629 9.722 0.000
H 7.136 -16.650 10.325 0.000
H 7.889 -15.790 8.951 0.000
H 6.521 -18.963 10.234 0.000
H 6.886 -21.187 9.222 0.000
H 7.984 -21.385 6.915 0.000
H 8.964 -19.358 5.947 0.000
H 9.663 -17.034 6.129 0.000
H 8.963 -15.992 7.395 0.000
H 8.158 -18.151 3.579 0.000
H 6.382 -17.752 3.215 0.000
H 6.831 -18.773 4.673 0.000
H 9.738 -15.945 3.993 0.000
H 9.019 -14.307 4.036 0.000
H 8.403 -15.501 2.833 0.000
Br 2.228 -8.515 2.839 0.000
C 2.735 -9.303 4.452 0.002
C 4.071 -9.285 4.849 0.001
C 4.467 -10.075 5.923 0.000
C 3.485 -10.802 6.618 0.001
C 2.163 -10.767 6.241 -0.002
C 1.769 -10.029 5.126 0.006
C 3.950 -11.714 7.749 -0.001
O 4.359 -11.202 8.794 0.000
O 3.840 -12.964 7.546 -0.002
H 4.797 -8.637 4.349 0.000
H 5.501 -10.173 6.256 0.000
H 1.457 -11.398 6.803 0.004
H 0.724 -9.999 4.854 -0.010
Se 0.622 -12.882 3.697 0.183
N -0.497 -14.157 4.339 0.235
C 0.201 -15.034 5.047 -0.034
C -0.296 -16.272 5.542 0.263
C 0.700 -17.123 5.999 -0.047
C 2.048 -16.802 6.068 0.153
N 2.522 -15.598 5.749 0.092
C 1.651 -14.743 5.173 -0.085
N 2.112 -13.620 4.613 0.193
H -1.361 -16.482 5.584 0.013
H 0.398 -18.077 6.419 0.003
H 2.721 -17.515 6.501 0.043
```

Properties
frontier orbital gap (alpha / beta) = 5.4 / 6.4 eV
ΔE to the lowest compared entry with this formula, charge and spin = 0.0 kcal/mol
charge = -2
multiplicity = 2
energy = -7346.13150 a.u.
E_HOMO (alpha / beta) = -1.38 / -2.35 eV
E_LUMO (alpha / beta) = 4.0 / 4.0 eV

=====

# 2
Computed, not measured: a molecular structure, C22H32N7NbO2S2Si, with ωB97M-V/def2-TZVPD.

The geometry in XYZ format:
```
67
Properties=species:S:1:pos:R:3:mulliken_charge:R:1
Nb 1.668 0.760 1.140 0.455
C -0.221 2.772 3.103 -1.402
N -0.609 2.057 1.883 1.570
C -1.703 1.028 2.118 -0.827
C -1.136 -0.255 2.696 -1.274
N -0.090 -0.839 1.783 1.320
C -0.803 -1.670 0.706 -1.673
C 0.814 -1.757 2.570 0.973
C 0.906 -3.121 2.352 -0.532
C 1.703 -3.884 3.204 -0.955
C 2.431 -3.310 4.259 -0.665
C 2.491 -1.904 4.387 -0.643
C 1.708 -1.120 3.569 0.663
S 1.830 0.631 3.746 -0.320
C -0.976 2.987 0.885 -0.532
C -1.698 4.178 1.114 -0.337
C -1.998 5.129 0.114 -0.793
C -1.631 4.870 -1.201 -0.660
C -0.892 3.713 -1.493 -0.580
C -0.543 2.782 -0.493 0.193
S 0.182 1.299 -1.133 0.419
H -1.030 3.426 3.520 0.260
H 0.623 3.366 2.830 0.382
H 0.036 1.997 3.863 0.412
H -2.199 0.724 1.191 0.435
H -2.452 1.364 2.836 0.428
H -1.926 -1.004 2.871 0.364
H -0.632 -0.129 3.685 0.589
H -1.117 -2.658 1.108 0.336
H -0.053 -1.834 -0.078 0.381
H -1.596 -1.139 0.198 0.390
H 0.250 -3.555 1.581 0.312
H 1.753 -4.952 2.971 0.395
H 2.972 -3.941 4.941 0.439
H 2.945 -1.426 5.303 0.351
H -2.140 4.338 2.110 0.361
H -2.490 6.091 0.409 0.376
H -1.802 5.589 -1.990 0.423
H -0.510 3.608 -2.497 0.515
N 3.268 -0.606 -2.214 -0.510
N 3.390 -1.737 -1.381 -0.046
C 3.263 -1.571 -0.038 0.407
N 3.984 -2.439 0.690 -0.345
N 2.487 -0.642 0.246 -0.308
N 6.255 3.988 -0.918 0.583
O 5.600 3.218 -0.381 0.206
O 1.822 2.375 0.605 -0.773
H 2.283 -0.411 -2.237 0.097
H 3.619 -0.838 -3.151 0.306
H 4.145 -2.400 -1.569 0.227
H 4.483 -3.114 0.097 0.197
H 3.731 -2.675 1.636 0.153
C -1.817 -2.797 -4.557 -1.177
Si -2.611 -1.097 -3.984 0.166
C -2.574 0.169 -5.351 -0.970
C -4.266 -1.459 -3.163 -1.064
C -1.701 -0.161 -2.709 0.479
C -1.265 0.572 -1.826 -0.147
H -0.834 -2.884 -4.133 0.363
H -1.618 -2.825 -5.658 0.330
H -2.375 -3.658 -4.237 0.354
H -3.027 -0.063 -6.335 0.356
H -1.526 0.318 -5.507 0.277
H -3.011 1.107 -5.006 0.315
H -4.768 -2.256 -3.721 0.351
H -4.861 -0.563 -3.236 0.312
H -4.141 -1.760 -2.122 0.315
```

Properties
frontier orbital gap (alpha / beta) = 2.0 / 1.9 eV
ΔE to the lowest compared entry with this formula, charge and spin = 17.3 kcal/mol
charge = +2
energy = -2533.40253 a.u.
E_HOMO (alpha / beta) = -12.95 / -12.95 eV
E_LUMO (alpha / beta) = -11.0 / -11.0 eV

=====

# 3
Computed, not measured: 2 unconnected molecules or ions with the total composition C3H2NO4, with ωB97M-V/def2-TZVPD.

The geometry in XYZ format:
```
10
Properties=species:S:1:pos:R:3:nbo_charge:R:1
C 3.588 -0.714 0.105 0.946
C 1.393 -1.113 -1.803 -0.165
C 2.910 1.496 0.419 0.765
N 3.354 1.420 -0.785 -0.369
O 2.997 -0.039 1.034 -0.590
O 4.066 -1.815 0.126 -0.667
O 3.772 0.066 -1.044 -0.418
O 2.428 2.369 1.092 -0.648
H 1.377 -0.739 -0.800 0.075
H 2.229 -1.680 -1.839 0.072
```

Properties
frontier orbital gap (alpha / beta) = 7.5 / 7.4 eV
ΔE to the lowest compared entry with this formula, charge and spin = 127.6 kcal/mol
charge = -1
energy = -471.11675 a.u.
E_HOMO (alpha / beta) = -4.73 / -4.74 eV
E_LUMO (alpha / beta) = 2.8 / 2.7 eV

=====

# 4
Computed, not measured: a molecular structure, C11H9AsBaBrNO7S, with ωB97M-V/def2-TZVPD.

The geometry in XYZ format:
```
32
Properties=species:S:1:pos:R:3:mulliken_charge:R:1
Ba 1.200 0.580 0.163 2.032
O -0.052 0.823 -1.929 -0.744
As -0.219 2.541 -1.382 0.872
O -0.506 3.402 -2.750 -0.724
O 1.193 2.764 -0.481 -0.898
C -1.790 2.593 -0.230 -0.188
C -2.668 3.571 -0.671 -0.327
C -3.853 3.820 0.020 -0.627
C -4.169 3.099 1.146 -0.502
C -3.307 2.115 1.625 -0.603
C -2.118 1.872 0.956 0.536
S -1.110 0.606 1.660 1.380
O 0.160 1.270 2.020 -0.847
O -1.816 0.030 2.754 -0.679
O -0.851 -0.311 0.545 -0.803
H -0.271 0.926 -2.866 0.300
H -2.428 4.126 -1.568 0.535
H -4.524 4.589 -0.341 0.387
H -5.094 3.290 1.677 0.382
H -3.541 1.544 2.509 0.519
O 3.789 -5.623 -0.952 -0.510
C 3.296 -4.435 -0.506 1.011
C 2.360 -4.343 0.509 -0.574
C 1.947 -3.084 0.869 -0.655
N 2.398 -1.957 0.288 -0.377
C 3.270 -2.099 -0.693 0.235
Br 3.864 -0.490 -1.527 -0.235
C 3.776 -3.307 -1.128 -0.374
H 3.377 -6.352 -0.457 0.304
H 1.966 -5.221 1.003 0.315
H 1.216 -2.963 1.659 0.420
H 4.503 -3.375 -1.923 0.441
```

Properties
frontier orbital gap = 9.5 eV
ΔE to the lowest compared entry with this formula, charge and spin = 55.6 kcal/mol
charge = 0
energy = -6239.52848 a.u.
E_HOMO = -9.58 eV
E_LUMO = -0.1 eV

=====

# 5
Computed, not measured: a molecular structure, C22H42BrN9NbO, with ωB97M-V/def2-TZVPD.

The geometry in XYZ format:
```
76
Properties=species:S:1:pos:R:3:mulliken_charge:R:1
C 4.613 -2.557 -0.673 -0.856
C 4.774 -0.987 -1.105 -0.314
O 3.911 -0.752 -2.236 -0.211
C 3.143 0.477 -2.130 -0.303
C 1.592 0.096 -2.414 -0.089
Nb 0.306 0.048 -0.518 -1.346
Br -1.384 1.878 -1.525 -0.503
C -0.907 -1.634 -1.459 -0.651
C -0.117 -2.982 -1.833 0.186
N 1.000 -3.356 -0.906 -0.598
H 3.932 -2.565 0.250 0.254
H 4.095 -3.074 -1.555 0.150
H 5.639 -3.034 -0.477 0.322
H 4.546 -0.364 -0.178 0.235
H 5.898 -0.863 -1.358 0.258
H 3.495 1.172 -2.995 0.099
H 3.290 1.063 -1.163 0.325
H 1.549 -0.949 -2.904 -0.379
H 1.076 0.830 -3.136 0.367
H 1.244 1.441 0.233 0.770
H -0.796 0.035 0.964 -0.030
H 1.438 -1.059 0.362 0.094
H -1.345 -1.226 -2.455 0.275
H -1.825 -1.816 -0.776 0.271
H -0.896 -3.851 -1.761 0.108
H 0.298 -2.929 -2.902 0.040
H 1.826 -2.771 -1.164 0.021
H 1.302 -4.314 -1.195 0.268
C -4.147 -4.403 -1.537 -0.610
C -3.325 -4.723 -2.708 0.428
N -2.679 -4.977 -3.632 -0.458
H -4.296 -5.277 -0.897 0.284
H -3.686 -3.626 -0.921 0.186
H -5.138 -4.042 -1.826 0.222
C 1.588 2.662 3.968 -0.605
C 1.557 2.354 2.535 0.199
N 1.533 2.102 1.404 -0.104
H 2.159 1.917 4.529 0.113
H 2.047 3.634 4.161 0.087
H 0.583 2.687 4.396 0.354
C 3.536 -1.515 -5.435 -0.666
C 2.073 -1.436 -5.469 0.465
N 0.920 -1.373 -5.496 -0.415
H 3.877 -2.473 -5.034 0.224
H 3.967 -1.408 -6.434 0.362
H 3.965 -0.730 -4.808 0.107
C 0.884 6.445 5.371 -0.804
C 1.079 5.279 6.238 0.417
N 1.232 4.360 6.923 -0.448
H 1.213 6.245 4.347 0.299
H -0.167 6.740 5.323 0.328
H 1.448 7.311 5.729 0.304
C -1.474 8.487 8.758 -0.813
C -1.504 8.183 7.324 0.389
N -1.529 7.943 6.195 -0.451
H -0.901 7.740 9.314 0.266
H -1.015 9.460 8.952 0.269
H -2.479 8.510 9.185 0.275
C 4.468 1.439 6.862 -0.543
C 4.765 0.793 5.579 0.304
N 4.998 0.285 4.568 -0.337
H 5.334 1.984 7.247 0.272
H 3.647 2.154 6.771 0.086
H 4.180 0.708 7.622 0.247
C -7.223 -5.103 -4.533 -0.515
C -7.917 -4.917 -3.254 0.343
N -8.462 -4.770 -2.246 -0.399
H -7.577 -4.399 -5.290 0.180
H -6.145 -4.955 -4.432 0.103
H -7.376 -6.110 -4.931 0.279
C -5.472 -1.555 -6.227 -0.662
C -6.936 -1.457 -6.248 0.363
N -8.089 -1.381 -6.264 -0.401
H -5.140 -2.521 -5.838 0.177
H -5.048 -1.444 -7.228 0.262
H -5.027 -0.781 -5.597 0.273
```

Properties
frontier orbital gap = 4.0 eV
charge = -1
energy = -4062.12188 a.u.
E_HOMO = -2.58 eV
E_LUMO = 1.5 eV

=====

# 6
Computed, not measured: a molecular structure, C50H49N11S3W, with ωB97M-V/def2-TZVPD.

The geometry in XYZ format:
```
114
Properties=species:S:1:pos:R:3:mulliken_spin:R:1
W -2.153 -0.161 0.148 1.458
C -3.335 3.448 2.315 -0.023
C -4.195 2.978 3.297 0.018
C -4.419 1.615 3.389 0.002
C -3.785 0.756 2.512 0.075
N -2.970 1.218 1.544 -0.018
C -2.755 2.543 1.458 0.012
C -3.892 -0.710 2.559 0.002
C -4.516 -1.411 3.573 -0.007
C -4.444 -2.792 3.592 0.028
C -3.710 -3.431 2.604 -0.016
C -3.131 -2.669 1.616 0.051
N -3.246 -1.331 1.555 -0.047
H -3.125 4.505 2.210 0.001
H -4.683 3.664 3.978 0.000
H -5.093 1.221 4.137 0.001
H -2.093 2.867 0.668 0.007
H -5.045 -0.880 4.353 0.001
H -4.932 -3.362 4.374 0.000
H -3.589 -4.506 2.601 0.001
H -2.530 -3.139 0.852 -0.006
N -0.614 -0.498 1.322 0.023
S 0.715 -0.396 1.980 0.082
N 1.930 -1.010 1.130 0.020
S 2.682 -0.207 0.022 0.002
N 1.840 0.627 -0.980 0.009
S 0.565 0.116 -1.831 0.067
N -0.769 0.373 -1.236 0.043
C 0.870 -1.575 -2.292 -0.002
C 0.299 -2.589 -1.532 0.052
C 0.594 -3.905 -1.847 0.008
C 1.444 -4.192 -2.910 0.001
C 2.013 -3.168 -3.657 0.000
C 1.733 -1.844 -3.350 -0.002
C 0.789 1.027 -3.318 0.008
C -0.171 0.807 -4.304 -0.001
C -0.045 1.481 -5.505 0.000
C 1.014 2.367 -5.700 0.000
C 1.955 2.576 -4.703 0.000
C 1.854 1.895 -3.496 -0.001
C 3.805 0.962 0.702 0.000
C 4.692 0.461 1.653 0.000
C 5.637 1.321 2.179 0.000
C 5.686 2.647 1.752 0.000
C 4.788 3.124 0.805 0.000
C 3.832 2.279 0.262 0.000
C 3.698 -1.418 -0.746 0.000
C 4.556 -0.942 -1.734 0.000
C 5.427 -1.835 -2.327 0.000
C 5.436 -3.170 -1.926 0.000
C 4.570 -3.622 -0.938 0.000
C 3.686 -2.744 -0.328 0.001
C 1.104 1.260 2.467 -0.004
C 1.878 1.475 3.602 -0.002
C 2.209 2.779 3.935 0.000
C 1.779 3.833 3.139 0.001
C 1.020 3.596 1.998 0.010
C 0.673 2.301 1.653 0.028
C 0.819 -1.362 3.437 -0.003
C -0.270 -1.268 4.300 0.011
C -0.214 -1.950 5.502 0.001
C 0.909 -2.710 5.820 0.000
C 1.981 -2.796 4.942 0.001
C 1.950 -2.111 3.736 0.000
H -0.336 -2.338 -0.700 0.005
H 0.170 -4.714 -1.263 0.001
H 1.664 -5.223 -3.157 0.000
H 2.670 -3.398 -4.487 0.000
H 2.169 -1.040 -3.931 0.001
H -0.983 0.110 -4.127 0.000
H -0.761 1.312 -6.300 0.000
H 1.110 2.889 -6.645 0.000
H 2.776 3.263 -4.865 0.000
H 2.587 2.036 -2.712 0.000
H 4.651 -0.580 1.960 0.000
H 6.346 0.957 2.912 0.000
H 6.441 3.310 2.157 0.000
H 4.840 4.155 0.479 0.000
H 3.122 2.624 -0.478 0.000
H 4.552 0.105 -2.023 0.000
H 6.113 -1.490 -3.091 0.000
H 6.134 -3.861 -2.384 0.000
H 4.591 -4.660 -0.629 0.000
H 3.007 -3.069 0.449 0.000
H 2.206 0.648 4.221 0.000
H 2.797 2.971 4.824 0.000
H 2.039 4.849 3.410 0.000
H 0.709 4.426 1.374 0.000
H 0.112 2.083 0.758 -0.006
H -1.133 -0.670 4.028 -0.008
H -1.040 -1.885 6.199 0.000
H 0.950 -3.236 6.766 0.000
H 2.847 -3.394 5.197 0.000
H 2.779 -2.162 3.042 0.000
C -4.951 1.880 -4.355 -0.002
N -4.332 2.025 -3.027 0.016
C -4.184 3.369 -2.462 0.002
C -3.925 0.979 -2.311 0.024
N -3.530 1.047 -1.067 -0.035
N -3.963 -0.246 -2.949 0.011
C -3.752 -1.468 -2.362 0.015
N -4.265 -2.505 -3.025 0.001
N -3.057 -1.597 -1.265 0.054
H -5.425 2.817 -4.622 0.000
H -5.741 1.127 -4.347 0.001
H -4.211 1.649 -5.124 0.001
H -4.443 4.099 -3.220 0.000
H -3.150 3.547 -2.162 -0.001
H -4.854 3.524 -1.612 0.000
H -3.678 1.976 -0.709 0.010
H -4.314 -0.256 -3.891 0.000
H -4.899 -2.389 -3.798 0.000
H -4.120 -3.449 -2.712 0.001
H -3.041 -2.563 -0.975 0.015
```

Properties
frontier orbital gap (alpha / beta) = 6.7 / 7.6 eV
ΔE to the lowest compared entry with this formula, charge and spin = 6.1 kcal/mol
charge = +4
multiplicity = 3
energy = -3797.35322 a.u.
E_HOMO (alpha / beta) = -16.60 / -17.94 eV
E_LUMO (alpha / beta) = -9.9 / -10.4 eV